(1)
Entry from OMol25: a structure of composition C18H28F6KNO7S2 (ωB97M-V/def2-TZVPD).

Values from the calculation:
Energy above the lowest of the compared OMol25 structures with the same formula, charge and spin (kcal/mol): 8.9
Lowest unoccupied orbital energy (Ha): -0.00419
E_HOMO (eV): -8.99
2S+1: 1

Last column: Mulliken charge in e.
Cartesian coordinates (Å):
1 H 3.18 -1.22 -4.41  0.3695
2 C 1.63 3.11 0.23  -0.8376
3 C 0.64 -0.46 -3.60  -1.7326
4 C 2.47 -1.76 0.08  -0.7289
5 K -0.38 0.16 0.72  1.0625
6 F -2.21 -5.30 2.95  -0.2093
7 H 1.86 1.22 -3.14  0.0513
8 H -0.12 -0.24 -2.85  0.2881
9 C 3.49 -1.05 0.69  0.8896
10 C 3.98 -1.41 2.06  -1.3627
11 H -3.24 2.08 -1.53  0.3441
12 H 4.97 -1.00 2.26  0.3919
13 F -3.13 -0.68 2.58  -0.1821
14 H 0.13 3.95 -1.75  0.4433
15 H 2.68 0.23 -5.28  0.4364
16 C 2.51 -0.32 -1.87  0.6677
17 F -3.63 -1.53 4.51  -0.2324
18 H -2.08 4.20 -0.71  0.4458
19 F -3.38 -3.64 2.20  -0.2051
20 O -2.83 0.35 -0.46  0.2548
21 H 3.30 -1.03 2.83  0.2296
22 H 1.18 -1.99 -1.60  0.3219
23 H 1.99 4.00 -0.29  0.3112
24 C 1.99 0.14 -3.22  1.0000
25 H -2.72 -1.55 -1.14  0.1604
26 H 1.15 3.41 1.17  0.2899
27 O 0.34 -4.10 2.08  -0.6807
28 H 0.30 -0.05 -4.55  0.4277
29 H -0.78 4.49 0.45  0.4344
30 O -0.38 -0.25 3.22  -0.8479
31 O -0.97 -2.29 1.09  -0.6303
32 C -2.81 -0.69 3.88  0.6348
33 O -1.78 2.74 0.74  -0.2928
34 C 3.02 -0.15 -4.32  -1.5744
35 H 3.98 0.31 -4.09  0.3702
36 N -1.00 -2.66 3.61  -0.4954
37 C 1.99 -1.41 -1.18  -0.4345
38 C -3.16 2.45 0.61  -0.7214
39 H -3.74 3.38 0.53  0.4239
40 C -1.27 3.71 -0.15  -0.7157
41 H 0.70 -1.54 -3.71  0.3762
42 H 2.01 -2.60 0.60  0.5447
43 H 2.48 2.46 0.46  0.1880
44 F -3.00 0.54 4.36  -0.2368
45 H 3.98 1.23 -1.78  0.4089
46 H -3.11 -0.35 -2.40  0.3329
47 S -0.79 -3.23 2.17  0.9607
48 C -2.25 -4.34 2.04  0.5228
49 F -2.27 -4.89 0.82  -0.2079
50 C -3.28 -0.64 -1.36  -0.9167
51 O 0.75 2.36 -0.59  0.2408
52 O -0.80 -1.13 5.50  -0.6530
53 H -4.59 1.41 -0.59  0.4892
54 C 4.04 0.03 -0.02  -0.9263
55 C 3.55 0.38 -1.27  -0.6725
56 C -3.50 1.58 -0.58  -0.6216
57 H -3.45 1.94 1.53  0.2485
58 H -4.34 -0.84 -1.21  0.3047
59 H 4.85 0.59 0.42  0.3549
60 H 4.02 -2.49 2.19  0.3853
61 S -1.05 -1.19 4.10  0.9927
62 H -0.82 2.45 -1.84  0.0868
63 C -0.29 3.13 -1.16  -0.5676

=====

(2)
Entry from OMol25: a cluster of 2 separate species, C18H28FNO6 in total (ωB97M-V/def2-TZVPD).

Values from the calculation:
Energy above the lowest of the compared OMol25 structures with the same formula, charge and spin (kcal/mol): 0.0
Lowest unoccupied orbital energy (Ha): -0.09291
E_HOMO (eV): -4.82
2S+1: 1

Last column: Mulliken charge in e.
Cartesian coordinates (Å):
1 C 4.53 -1.93 0.78  -0.3078
2 H -2.32 -0.47 -4.13  0.3629
3 H -0.40 -0.51 -0.21  0.1420
4 H 4.60 0.58 -1.12  0.2915
5 H -2.72 -2.29 2.46  0.3478
6 H 5.47 -1.52 1.14  0.3320
7 H 4.03 2.34 1.46  0.2996
8 C -2.66 -1.97 1.43  -0.9777
9 H 1.72 -0.01 -1.07  0.8355
10 H -2.62 -4.15 -4.90  0.3428
11 O -1.49 0.42 3.19  -0.5472
12 H -1.60 -1.76 1.25  0.0668
13 H 2.66 -2.62 1.48  0.2700
14 H 5.06 0.50 0.57  0.3944
15 O 3.91 -1.08 -0.19  -0.2748
16 C 3.57 -2.22 1.92  -1.0441
17 H 4.77 -2.85 0.26  0.2967
18 H 0.13 4.53 1.54  0.4815
19 O -3.54 0.15 2.35  -0.4180
20 H -0.88 3.89 0.28  0.5294
21 H -0.59 2.57 3.03  0.5274
22 C -1.21 3.07 2.30  -0.7978
23 C -2.75 -3.18 -4.40  -1.3060
24 H -3.20 -3.36 -3.42  0.2626
25 C -0.54 1.30 -0.80  0.0095
26 C 0.81 2.70 0.79  0.1480
27 C -1.39 -2.47 -4.25  0.4950
28 C 1.82 0.82 -0.39  -0.0879
29 C -0.32 3.62 1.17  -1.4447
30 H -0.68 -0.58 -3.47  0.1203
31 C 3.04 1.09 0.18  -0.1635
32 N 3.13 2.13 1.04  0.0768
33 H -1.61 3.94 2.82  0.3599
34 C 2.06 2.91 1.32  0.1134
35 H -1.06 -2.24 -5.29  0.1581
36 C 4.25 0.27 -0.13  -1.0145
37 H -2.50 2.07 0.81  0.2923
38 O -0.86 0.02 -0.89  -0.0501
39 H -3.46 -2.59 -4.99  0.3115
40 H -3.32 2.67 2.21  0.5871
41 F 2.33 3.88 2.19  -0.2813
42 O -0.54 -3.20 -3.50  -0.8440
43 C -2.39 0.85 2.52  0.5361
44 C 0.72 1.62 -0.09  1.0247
45 H 3.35 -1.30 2.44  0.2438
46 H -2.04 -1.26 -2.57  -0.0717
47 H -2.97 -2.75 0.74  0.4079
48 H 4.01 -2.94 2.60  0.4106
49 C -3.50 -0.73 1.20  -0.0621
50 H -3.12 -0.17 0.35  0.1173
51 O -1.20 2.15 -1.32  -0.5432
52 C -2.40 2.21 1.89  -0.6389
53 H -4.51 -1.01 0.96  0.3593
54 C -1.63 -1.11 -3.57  -0.6795

=====

(3)
Entry from OMol25: a structure of composition C18H28IIrN5 (ωB97M-V/def2-TZVPD).

Values from the calculation:
Energy above the lowest of the compared OMol25 structures with the same formula, charge and spin (kcal/mol): 9.2
Charge: +2
Lowest unoccupied orbital energy (alpha / beta) (Ha): -0.19730 / -0.30072
E_HOMO (alpha / beta) (eV): -13.17 / -14.31
2S+1: 6

Last column: Mulliken charge in e.
Cartesian coordinates (Å):
1 H 1.80 -2.48 -1.13  0.5327
2 C -0.27 -2.43 1.23  -0.6758
3 C 3.73 -0.14 2.05  -1.3430
4 C -0.41 -3.08 -0.13  -1.0471
5 H 4.58 -0.80 2.07  0.4910
6 C 1.05 -2.32 -1.91  -0.9610
7 H -0.55 -3.14 2.01  0.5429
8 C -2.04 2.29 1.05  -0.4183
9 H 2.33 0.06 -1.32  0.1479
10 H -1.09 -1.74 -3.14  0.3897
11 C 3.61 0.92 2.94  -0.5334
12 H 2.34 2.51 3.59  0.3973
13 N -0.25 -2.11 -1.24  0.1634
14 H -2.69 0.18 -2.32  0.2773
15 H 4.37 1.10 3.69  0.4537
16 H 0.87 3.93 2.98  0.3977
17 H -1.29 5.06 2.83  0.4277
18 C -2.68 -1.77 -1.70  -0.9874
19 N 1.64 0.45 1.05  0.2896
20 H 1.58 0.92 -2.47  0.2587
21 H -2.88 1.84 0.53  0.3501
22 C 2.48 1.71 2.88  -1.2537
23 Ir -0.33 0.26 -0.50  2.5449
24 H -1.42 -3.34 -2.50  0.4048
25 H -3.34 -0.01 -0.85  0.1843
26 C -0.80 1.66 1.09  0.1669
27 C 1.51 1.46 1.92  0.6706
28 I 0.45 3.43 -1.72  0.2747
29 C 1.46 -1.13 -2.76  -0.9209
30 H -1.38 -3.56 -0.21  0.4172
31 H -2.09 -1.45 1.22  0.2063
32 C -1.02 2.07 -2.15  -1.4331
33 N -1.10 -1.22 1.27  -0.6260
34 H 1.02 -3.23 -2.52  0.4367
35 C -2.21 3.52 1.68  -0.8333
36 H -2.01 2.44 -1.90  0.5782
37 H -2.96 -2.27 -0.78  0.3833
38 H 0.76 -2.13 1.42  0.1712
39 H 0.75 -0.95 -3.57  0.3899
40 H 2.78 -1.16 0.43  0.1298
41 H -3.17 4.02 1.64  0.4540
42 N -2.58 -0.33 -1.45  -0.5237
43 C 0.06 3.46 2.44  -0.9512
44 H 0.33 -3.89 -0.23  0.4965
45 H -3.46 -2.00 -2.43  0.5431
46 H -0.92 1.63 -3.14  0.6231
47 C 2.72 -0.33 1.13  0.3680
48 C -1.16 4.10 2.35  -0.8472
49 N 1.50 0.07 -1.91  -0.6123
50 C 0.25 2.22 1.82  1.2893
51 H -0.96 -0.70 2.13  0.3436
52 H 2.43 -1.32 -3.23  0.5037
53 C -1.35 -2.29 -2.22  -0.7325

=====

(4)
Entry from OMol25: a structure of composition C18H28LuNO8S (ωB97M-V/def2-TZVPD).

Values from the calculation:
Energy above the lowest of the compared OMol25 structures with the same formula, charge and spin (kcal/mol): 0.0
Charge: +2
Lowest unoccupied orbital energy (Ha): -0.18311
E_HOMO (eV): -15.08
2S+1: 1

Last column: Mulliken charge in e.
Cartesian coordinates (Å):
1 H 3.13 2.56 -0.42  0.5201
2 H 1.41 1.98 1.93  0.3222
3 C -1.80 -1.99 -4.02  -0.7619
4 H 1.19 -0.20 2.65  0.3286
5 C 0.87 2.33 1.05  -0.6560
6 H 0.09 -4.83 -0.96  0.5392
7 O 0.91 -1.22 0.86  0.3967
8 H -1.16 0.30 2.98  0.5852
9 O -1.88 -1.33 -0.60  -0.6742
10 O 0.14 -0.02 -3.10  -0.6387
11 H 2.87 -0.98 1.46  0.3562
12 H -2.52 -6.63 3.45  0.3899
13 Lu -0.05 -0.15 -1.05  1.9487
14 C 2.74 1.56 -0.22  -0.6438
15 C -0.63 2.09 1.20  -0.6922
16 C -1.12 0.21 -3.08  0.9361
17 H 3.17 1.20 0.72  0.2873
18 H 2.79 1.11 -2.32  0.3073
19 H 2.34 -2.67 1.28  0.5062
20 H -1.18 2.65 0.45  0.3159
21 C -2.02 -5.94 1.48  0.8699
22 C -2.15 -7.03 2.50  -1.4268
23 N -2.31 -2.62 -2.77  -0.1444
24 H 0.37 -1.76 2.80  0.5057
25 H -0.97 2.39 2.19  0.4851
26 O -0.06 -2.37 -1.72  -0.6657
27 H -1.66 -0.95 1.83  0.1987
28 H -0.15 -6.66 0.71  0.4050
29 O -1.58 0.87 -2.10  -0.6594
30 H -3.63 -3.15 0.37  0.5173
31 S -1.48 -2.51 -1.39  1.5413
32 C -0.91 -5.89 0.64  -0.9831
33 H -3.32 -2.57 -2.64  0.3330
34 C 2.27 -1.67 0.85  -0.7769
35 H -0.74 -2.22 -4.08  0.3098
36 C -2.00 -0.46 -4.09  -0.6384
37 H -1.70 -0.13 -5.09  0.4189
38 C -0.91 -0.20 2.05  -0.7186
39 C -0.76 -4.88 -0.29  -0.5034
40 H 2.39 -2.56 -1.11  0.1913
41 H 3.86 -1.71 -0.61  0.5731
42 C 0.46 -0.86 2.18  -0.7158
43 H -3.04 -0.18 -3.92  0.3270
44 O 2.26 -0.56 -1.32  -0.3648
45 O 1.31 1.60 -0.10  -0.3354
46 H -2.87 -7.78 2.17  0.3163
47 C -1.75 -3.91 -0.37  0.3424
48 C -3.00 -4.95 1.36  -0.9383
49 C 2.77 -1.68 -0.59  -0.7620
50 H -3.88 -4.99 2.00  0.4423
51 O -0.95 0.72 0.95  -0.3773
52 H 4.13 0.39 -1.39  0.5059
53 H -2.31 -2.48 -4.84  0.4772
54 C 3.06 0.63 -1.38  -0.7006
55 C -2.88 -3.93 0.45  -0.6109
56 H 1.06 3.40 0.92  0.5124
57 H -1.20 -7.53 2.68  0.3764

=====

For reference, E_tot by record: -3279.65288; -1308.55532; -1377.79717; -2992.70722 hartree.
For reference, largest force on an atom by record: 0.0077; 0.0190; 0.0109; 0.0865 hartree/bohr.